1.
This record from the OMol25 dataset describes a molecular structure, C2H2Br2FNO3 at a distorted geometry. The level of theory is ωB97M-V with the def2-TZVPD basis set.

Properties
F_max (eV/Å): 4.859
Relative energy (zero: lowest compared OMol25 entry of this formula, charge and spin) (kcal per mole): 7.5

Structure (XYZ):
```
11
Properties=species:S:1:pos:R:3:mulliken_charge:R:1
Br -2.4956 0.7257 -0.6457 -0.06
H 1.2361 -0.8615 0.8671 0.42
O 1.6649 1.1383 0.8688 -0.59
O 1.1247 -1.2446 0.0214 -0.40
H 0.3192 -0.2570 -1.5806 0.48
O 0.6243 2.1844 -0.7164 -0.51
C -1.1419 -0.4008 0.2589 0.30
F -1.0714 -0.1643 1.5690 -0.18
Br -1.6082 -2.1895 -0.0691 0.00
C 0.4020 -0.1340 -0.4581 -0.54
N 0.9458 1.2034 -0.1152 1.08
```

***

2.
This record from the OMol25 dataset describes a molecular structure, C2H2Br2N2S at a distorted geometry. The level of theory is ωB97M-V with the def2-TZVPD basis set.

Properties
F_max (eV/Å): 4.329
Relative energy (zero: lowest compared OMol25 entry of this formula, charge and spin) (kcal per mole): 0.0

Structure (XYZ):
```
9
Properties=species:S:1:pos:R:3:mulliken_charge:R:1
C 2.1354 -0.9423 -0.2444 0.51
Br 4.0777 -1.0964 -0.0526 -0.16
N 1.4202 -0.0398 -0.7593 -0.59
S 1.3423 -2.2230 0.5920 -0.23
H -1.5826 0.2615 1.1247 0.28
C -0.8613 -1.4695 0.4832 0.21
N -0.8857 -0.4949 1.2104 -0.35
H 1.9986 0.7432 -1.2942 0.26
Br -1.5530 -2.6710 -0.7057 0.07
```

***

3.
This record from the OMol25 dataset describes C2H2Br2O in the gas phase at a distorted geometry. The level of theory is ωB97M-V with the def2-TZVPD basis set.

Properties
F_max (eV/Å): 6.182
Relative energy (zero: lowest compared OMol25 entry of this formula, charge and spin) (kcal per mole): 42.2

Structure (XYZ):
```
7
Properties=species:S:1:pos:R:3:mulliken_charge:R:1
C -0.0731 -0.1279 0.4106 -0.40
H -0.3199 -0.7745 -0.3289 0.37
Br 0.1879 -2.3605 2.1878 -0.01
C 0.5795 -0.6529 1.6516 0.23
O -0.8587 0.2241 1.5238 -0.37
Br 1.7330 0.5023 2.6592 -0.05
H 0.3801 0.8799 0.1308 0.24
```

***

4.
This record from the OMol25 dataset describes 2 unconnected molecules or ions with the total composition C2H2Br2O3 at a distorted geometry. The level of theory is ωB97M-V with the def2-TZVPD basis set.

Properties
F_max (eV/Å): 1.535
Relative energy (zero: lowest compared OMol25 entry of this formula, charge and spin) (kcal per mole): 4.0

Structure (XYZ):
```
9
Properties=species:S:1:pos:R:3:mulliken_charge:R:1
C -1.4257 -0.8407 0.3602 0.22
Br 2.4702 -0.7645 0.1408 0.10
O 0.9651 0.0035 -0.4126 -0.24
Br -1.4631 -2.7132 -0.1695 -0.16
C 0.7844 1.3385 -0.2308 0.26
H 1.7429 1.7669 0.0465 0.31
O -1.4251 -0.3501 1.4346 -0.39
H -1.4136 -0.3037 -0.6180 0.30
O -0.2351 1.8634 -0.5512 -0.40
```

***

5.
This record from the OMol25 dataset describes a molecular structure, C2H2Br3ClS at a distorted geometry. The level of theory is ωB97M-V with the def2-TZVPD basis set.

Properties
F_max (eV/Å): 5.711
Relative energy (zero: lowest compared OMol25 entry of this formula, charge and spin) (kcal per mole): 64.0

Structure (XYZ):
```
9
Properties=species:S:1:pos:R:3:mulliken_charge:R:1
Br 1.0112 -1.3575 -1.2613 -0.11
Br -2.2256 -1.5532 2.2350 -0.04
H -0.7512 0.3199 -0.9998 0.32
C -0.9700 -0.3377 1.7550 -0.03
H -0.2687 0.0503 -2.8298 0.29
C -0.0059 0.3233 -1.6950 -0.43
Cl 1.7118 0.9410 1.7022 -0.10
S 0.3071 -0.1562 2.7106 0.14
Br 1.1912 1.7701 -1.6169 -0.05
```

***

6.
This record from the OMol25 dataset describes a molecular structure, C2H2Br3N. The level of theory is ωB97M-V with the def2-TZVPD basis set.

Properties
F_max (eV/Å): 0.553
Relative energy (zero: lowest compared OMol25 entry of this formula, charge and spin) (kcal per mole): 13.8

Structure (XYZ):
```
8
Properties=species:S:1:pos:R:3:mulliken_charge:R:1
H 0.7158 0.0083 -1.0814 0.36
C 1.5298 0.0066 -0.3590 -0.32
N -2.7881 -0.0088 0.4113 -0.08
Br 1.0264 1.1734 1.1132 -0.01
Br 1.8015 -1.7961 0.2701 0.00
C -1.6543 -0.2403 0.3801 -0.21
H -3.7672 0.1600 0.4693 0.29
Br 3.1361 0.6969 -1.2035 -0.05
```

***

7.
This record from the OMol25 dataset describes a molecular structure, C2H2Br3P at a distorted geometry. The level of theory is ωB97M-V with the def2-TZVPD basis set.

Properties
F_max (eV/Å): 2.413
Relative energy (zero: lowest compared OMol25 entry of this formula, charge and spin) (kcal per mole): 111.2

Structure (XYZ):
```
8
Properties=species:S:1:pos:R:3:mulliken_charge:R:1
Br 1.4000 2.6951 -0.1361 -0.45
H -0.9828 0.6943 1.2580 0.33
C 0.2122 -0.8809 -0.1592 0.21
Br 1.7387 -0.6839 -1.3801 -0.01
C -0.7432 0.2297 0.2381 -0.65
H -0.7289 1.1452 -0.4383 0.25
Br 0.6905 -2.0708 1.2968 -0.01
P -1.5865 -1.1287 -0.6792 0.33
```

***

8.
This record from the OMol25 dataset describes a molecular structure, C2H2BrClF2S at a distorted geometry. The level of theory is ωB97M-V with the def2-TZVPD basis set.

Properties
F_max (eV/Å): 2.801
Relative energy (zero: lowest compared OMol25 entry of this formula, charge and spin) (kcal per mole): 30.5

Structure (XYZ):
```
9
Properties=species:S:1:pos:R:3:mulliken_charge:R:1
C -1.1336 -0.4091 0.1127 0.57
H 0.0260 -0.4068 -0.1834 -0.08
Br 3.1947 2.3803 0.2557 -0.03
F -1.4963 0.6669 0.8299 -0.20
S -1.5236 -1.8785 1.1063 -0.23
F -1.9372 -0.3360 -1.0074 -0.21
C 2.6111 0.7448 -0.4690 -0.02
Cl 3.1109 0.4842 -2.0005 0.02
H -2.8522 -1.2457 1.3558 0.17
```

***

9.
This record from the OMol25 dataset describes C2H2BrClO in the gas phase at a distorted geometry. The level of theory is ωB97M-V with the def2-TZVPD basis set.

Properties
F_max (eV/Å): 2.615
Relative energy (zero: lowest compared OMol25 entry of this formula, charge and spin) (kcal per mole): 0.0

Structure (XYZ):
```
7
Properties=species:S:1:pos:R:3:mulliken_charge:R:1
Cl -0.5512 -1.7113 1.4632 -0.21
O 0.4882 0.6101 1.6967 -0.36
C -0.1468 0.2363 -0.5897 -0.51
H -0.8556 -0.3189 -1.1335 0.37
C 0.0620 -0.0778 0.8466 0.47
H -0.5113 1.1950 -0.6458 0.31
Br 1.5146 0.0667 -1.6375 -0.06
```

***

10.
This record from the OMol25 dataset describes a molecular structure, C2H2BrF at a distorted geometry. The level of theory is ωB97M-V with the def2-TZVPD basis set.

Properties
F_max (eV/Å): 8.117
Relative energy (zero: lowest compared OMol25 entry of this formula, charge and spin) (kcal per mole): 93.6

Structure (XYZ):
```
6
Properties=species:S:1:pos:R:3:mulliken_charge:R:1
C -0.7035 -0.3628 0.1939 0.21
Br -2.1621 0.7077 -0.1140 -0.06
F -1.0544 -1.6335 0.0279 -0.15
C 1.0423 0.2844 -0.2554 -0.64
H 1.7776 -0.2673 0.1265 0.32
H 1.1001 1.2715 0.0211 0.31
```

***

11.
This record from the OMol25 dataset describes C2H2BrF3 in the gas phase at a distorted geometry. The level of theory is ωB97M-V with the def2-TZVPD basis set.

Properties
F_max (eV/Å): 2.930
Relative energy (zero: lowest compared OMol25 entry of this formula, charge and spin) (kcal per mole): 19.9

Structure (XYZ):
```
8
Properties=species:S:1:pos:R:3:mulliken_charge:R:1
C 0.5558 -0.4740 0.5165 0.18
Br -2.2902 -0.0565 0.2468 -0.11
H -0.3339 0.2912 -1.2134 0.32
F -0.7760 -1.8073 -1.0843 -0.22
F 1.7952 -0.2196 -0.0292 -0.25
C -0.6354 -0.5276 -0.5767 0.05
F 0.6128 -1.6735 1.0978 -0.23
H 0.2614 0.4238 1.2788 0.26
```

***

12.
This record from the OMol25 dataset describes C2H2BrF3 in the gas phase at a distorted geometry. The level of theory is ωB97M-V with the def2-TZVPD basis set.

Properties
F_max (eV/Å): 4.586
Relative energy (zero: lowest compared OMol25 entry of this formula, charge and spin) (kcal per mole): 24.0

Structure (XYZ):
```
8
Properties=species:S:1:pos:R:3:mulliken_charge:R:1
F 1.0150 -1.2786 1.5637 -0.20
Br 2.3145 0.2894 -0.2833 -0.13
F -1.5951 -0.8942 0.3427 -0.24
C -0.4802 -0.8065 -0.3700 0.17
F -0.0459 -1.9708 -0.9315 -0.22
C 0.7648 -0.2893 0.7478 -0.03
H 0.4158 0.6164 1.2094 0.34
H -0.7738 -0.0306 -1.0437 0.30
```

***

13.
This record from the OMol25 dataset describes C2H2BrFO in the gas phase at a distorted geometry. The level of theory is ωB97M-V with the def2-TZVPD basis set.

Properties
F_max (eV/Å): 8.197
Relative energy (zero: lowest compared OMol25 entry of this formula, charge and spin) (kcal per mole): 50.3

Structure (XYZ):
```
7
Properties=species:S:1:pos:R:3:mulliken_charge:R:1
C -0.1110 -0.0611 -0.4363 0.59
H 0.9719 1.2950 1.0396 0.37
C 0.9277 0.5096 0.4049 -0.59
F 0.2143 -1.1937 -1.1897 -0.22
O -1.3784 0.3312 -0.5408 -0.44
Br -2.5962 -0.8812 0.4831 0.09
H 1.9717 0.0002 0.2391 0.20
```

***

14.
This record from the OMol25 dataset describes 2 unconnected molecules or ions with the total composition C2H2BrN at a distorted geometry. The level of theory is ωB97M-V with the def2-TZVPD basis set.

Properties
F_max (eV/Å): 3.796
Relative energy (zero: lowest compared OMol25 entry of this formula, charge and spin) (kcal per mole): 100.6

Structure (XYZ):
```
6
Properties=species:S:1:pos:R:3:mulliken_charge:R:1
C 0.5441 0.9503 -0.0191 -0.33
C -1.1594 -1.3577 0.0543 -0.22
H 0.0796 1.1864 0.9183 0.35
H 0.0878 1.1621 -0.9626 0.36
Br 2.2677 0.3485 -0.0014 0.16
N -1.8198 -2.2896 0.0105 -0.32
```

***

15.
This record from the OMol25 dataset describes C2H2BrN2P in the gas phase at a distorted geometry. The level of theory is ωB97M-V with the def2-TZVPD basis set.

Properties
F_max (eV/Å): 3.683
Relative energy (zero: lowest compared OMol25 entry of this formula, charge and spin) (kcal per mole): 59.9

Structure (XYZ):
```
8
Properties=species:S:1:pos:R:3:mulliken_charge:R:1
N 0.1702 -1.4174 0.0127 -0.36
H -1.8123 -1.2366 -0.0157 0.35
N 1.5086 0.1966 0.0354 -0.18
Br 3.2438 -0.2292 -0.0181 0.03
H -1.8826 1.2098 -0.0120 0.35
C -0.9397 0.6967 0.0011 -0.40
P 0.5732 1.4970 -0.0064 0.01
C -0.8613 -0.7169 0.0032 0.20
```

***

16.
This record from the OMol25 dataset describes 2 unconnected molecules or ions with the total composition C2H2BrNO2 at a distorted geometry. The level of theory is ωB97M-V with the def2-TZVPD basis set.

Properties
F_max (eV/Å): 5.095
Relative energy (zero: lowest compared OMol25 entry of this formula, charge and spin) (kcal per mole): 114.6

Structure (XYZ):
```
8
Properties=species:S:1:pos:R:3:mulliken_charge:R:1
H 2.0141 -1.9782 -0.7780 0.31
Br -2.7201 0.2723 -0.2138 -0.02
H 0.2647 2.9486 0.4210 0.39
C -0.5196 2.2579 0.4125 0.17
C -1.3528 1.4958 0.0269 -0.54
O -0.0591 -2.3599 0.1157 -0.38
N 0.5818 -1.3758 0.3048 0.38
O 1.7911 -1.2607 -0.2892 -0.29
```

***

17.
This record from the OMol25 dataset describes a molecular structure, C2H2CaFO at a distorted geometry. The level of theory is ωB97M-V with the def2-TZVPD basis set.

Properties
Charge: +1
F_max (eV/Å): 1.312
Relative energy (zero: lowest compared OMol25 entry of this formula, charge and spin) (kcal per mole): 93.7

Structure (XYZ):
```
7
Properties=species:S:1:pos:R:3:mulliken_charge:R:1
F -2.2543 0.9219 0.3876 -0.17
H -1.7728 -0.8145 1.4145 0.29
H 2.9780 0.6955 0.7395 -0.44
C -0.4759 -0.4359 -0.1734 0.67
C -1.4372 -0.0967 0.6645 -0.18
O 0.5488 -0.6593 -0.7209 -0.51
Ca 2.7332 -0.2796 -0.7436 1.35
```

***

18.
This record from the OMol25 dataset describes a molecular structure, C2H2CaLiO at a distorted geometry. The level of theory is ωB97M-V with the def2-TZVPD basis set.

Properties
<S²>: 1.766
Calculated total energy (a.u.): -837.49373
Multiplicity: 2
F_max (eV/Å): 4.406

Structure (XYZ):
```
7
Properties=species:S:1:pos:R:3:mulliken_charge:R:1
H 2.3524 0.5589 0.3249 0.32
O 0.6344 0.3135 1.5121 -0.54
H -3.4882 0.0478 -0.1892 -0.34
Ca -1.4502 -0.4096 -0.3354 0.80
C 1.3028 0.8782 0.4479 0.20
Li -0.0018 -3.1607 -1.4329 0.31
C 0.6507 1.7719 -0.3274 -0.76
```

***

19.
This record from the OMol25 dataset describes a molecular structure, C2H2CeO at a distorted geometry. The level of theory is ωB97M-V with the def2-TZVPD basis set.

Properties
<S²>: 2.006
Calculated total energy (a.u.): -627.59201
Multiplicity: 3
F_max (eV/Å): 5.862

Structure (XYZ):
```
6
Properties=species:S:1:pos:R:3:mulliken_charge:R:1
H -3.0928 1.3002 -0.0533 0.32
Ce 0.3629 0.5760 -0.0127 1.21
O 2.0653 -0.6449 -0.0402 -0.84
C -1.9229 -0.6016 -0.0429 -0.55
H -2.4591 -1.5553 0.0563 0.30
C -2.2000 0.6606 -0.0648 -0.44
```

***

20.
This record from the OMol25 dataset describes a molecular structure, C2H2Cl2I2 at a distorted geometry. The level of theory is ωB97M-V with the def2-TZVPD basis set.

Properties
F_max (eV/Å): 3.949
Relative energy (zero: lowest compared OMol25 entry of this formula, charge and spin) (kcal per mole): 29.6

Structure (XYZ):
```
8
Properties=species:S:1:pos:R:3:mulliken_charge:R:1
I -1.7532 -1.5314 0.8638 0.22
Cl -0.0874 -1.1534 -1.8463 -0.09
Cl 1.5851 1.7305 -0.1144 -0.13
C -0.0295 -0.8285 -0.0691 -0.47
I 1.6301 -1.6909 0.8978 0.23
H -0.9053 1.1634 -0.7800 0.36
C -0.0337 1.0323 0.0027 -0.43
H -0.4062 1.2781 1.0455 0.32
```